[1]
Entry from the Open Molecules 2025 dataset: the molecule C4H9N at a distorted geometry (the ωB97M-V functional and the def2-TZVPD basis).

```
14
Properties=species:S:1:pos:R:3:forces:R:3
C 0.9936 -0.9672 0.9261 -0.75 0.45 -0.86
C 0.4786 0.2279 0.4325 1.94 1.02 0.10
N 1.0989 1.3741 0.8820 1.37 0.63 0.19
C -0.4000 0.4424 -0.7917 0.73 -2.84 0.19
C -1.4087 -0.6979 -0.9496 -1.46 -0.54 1.72
H 0.2813 -1.6144 1.3801 -0.48 -1.34 -0.88
H 2.0501 -1.2273 0.9856 -0.15 0.87 0.95
H 1.8497 1.2432 1.5464 -0.35 -0.37 0.09
H 0.8446 2.3552 0.8889 -0.51 -0.55 -1.11
H 0.2577 0.4507 -1.7303 -0.42 -0.16 1.50
H -0.8735 1.3662 -0.8226 -1.05 1.77 0.33
H -0.9780 -1.7215 -1.0750 -0.13 1.11 -0.74
H -2.0472 -0.9046 -0.0033 1.06 0.87 -1.13
H -2.1471 -0.3268 -1.6691 0.19 -0.92 -0.35
```
Forces are in eV/Å.

Calculated values
Total charge = 0
Kohn-Sham gap = 0.2925 Ha
Highest occupied orbital energy = -6.960 eV
LUMO = 0.999 eV
Maximum force = 2.9 eV Å⁻¹
SMILES string = C=C(N)CC
E = -212.4657 Eh

Listed below, in e, are the natural (NBO) charges computed for each atom: -0.699, 0.297, -0.810, -0.448, -0.620, 0.209, 0.213, 0.383, 0.396, 0.228, 0.202, 0.234, 0.202, 0.213

---

[2]
Entry from the Open Molecules 2025 dataset: a cluster of 2 separate species, C4H9N in total at a distorted geometry (the ωB97M-V functional and the def2-TZVPD basis).

```
14
Properties=species:S:1:pos:R:3:forces:R:3
C 1.0427 -0.8259 2.5953 -0.69 0.52 -0.27
C 0.7593 -0.9334 1.2716 1.14 -1.63 -0.36
C 1.9377 -0.8709 0.2853 0.05 0.91 -1.26
H 1.0080 -1.5739 3.3808 -1.79 0.11 0.07
H 1.3454 0.1527 2.9433 1.81 -0.17 -0.14
H -0.0328 -1.5181 0.7948 0.19 -0.79 0.96
H 1.7728 -1.5630 -0.5445 -0.91 0.11 -0.11
H 2.1373 0.0781 -0.2382 0.32 -0.11 0.49
H 2.8404 -1.3856 0.6482 -0.13 1.04 0.62
C -2.4674 2.0627 -2.4447 0.15 -1.64 1.24
N -3.0733 0.9462 -2.3653 -1.89 1.31 0.53
H -3.0080 2.9483 -2.7553 0.45 0.05 -1.14
H -1.4648 2.0856 -2.0168 0.04 1.00 0.26
H -2.7975 0.3971 -1.5545 1.26 -0.73 -0.87
```
Forces are in eV/Å.

Calculated values
Total charge = 0
Kohn-Sham gap = 0.3224 Ha
Highest occupied orbital energy = -8.395 eV
LUMO = 0.378 eV
Maximum force = 2.4 eV Å⁻¹
SMILES string = C=CC.C=N
E = -212.3923 Eh

Listed below, in e, are the natural (NBO) charges computed for each atom: -0.384, -0.183, -0.661, 0.201, 0.190, 0.181, 0.221, 0.216, 0.218, -0.037, -0.624, 0.174, 0.142, 0.346

---

[3]
Entry from the Open Molecules 2025 dataset: the molecule C4H9N at a distorted geometry (the ωB97M-V functional and the def2-TZVPD basis).

```
14
Properties=species:S:1:pos:R:3:forces:R:3
C 2.0485 1.2869 0.5309 -0.13 0.81 0.04
C 1.2420 0.0777 0.2333 0.37 -0.96 0.08
C -0.0824 -0.0596 0.2710 0.79 0.41 -0.55
N -0.8229 -1.1447 -0.1823 -0.56 0.14 0.17
C -2.2029 -0.8749 -0.5285 -0.45 -0.24 0.35
H 1.4877 2.0776 1.0269 -0.24 -0.01 0.08
H 2.9320 1.1138 1.1434 0.02 -0.28 0.02
H 2.3935 1.7245 -0.4093 0.17 0.01 -0.01
H 1.8580 -0.7719 -0.0662 -0.27 -0.05 -0.22
H -0.6538 0.7888 0.6200 -0.38 0.00 0.08
H -0.3996 -1.7588 -0.8594 0.44 0.21 0.15
H -2.3892 -0.1452 -1.3221 0.35 -0.04 -0.29
H -2.6645 -1.8251 -0.7902 -0.15 0.07 -0.13
H -2.7464 -0.4891 0.3323 0.05 -0.07 0.23
```
Forces are in eV/Å.

Calculated values
Total charge = 0
Kohn-Sham gap = 0.3273 Ha
Highest occupied orbital energy = -7.701 eV
LUMO = 1.204 eV
Maximum force = 1.0 eV Å⁻¹
SMILES string = C/C=C/NC
E = -212.5264 Eh

Listed below, in e, are the natural (NBO) charges computed for each atom: -0.627, -0.275, -0.004, -0.614, -0.405, 0.205, 0.209, 0.208, 0.183, 0.181, 0.375, 0.170, 0.201, 0.192

---

The records above give, respectively, relative energy (zero: lowest compared OMol25 entry of this formula, charge and spin) values of 224.3, 417.1, 65.0 kJ/mol.